--- 1 ---
Computed, not measured: an isolated ion of composition C5H15N2 and charge +1, with ωB97M-V/def2-TZVPD.

ORCA input file:
```
! RIJCOSX wB97M-V def2-TZVPD def2/J DEFGRID3
* xyz 1 1
N 0.67 -1.18 -1.26
N 0.56 0.23 0.98
C -0.49 0.61 -0.03
C 0.04 -0.74 2.01
C -0.23 -0.06 -1.38
C -1.53 -0.25 -2.14
C 1.32 1.37 1.55
H 0.92 -1.18 2.46
H 1.78 1.88 0.70
H 0.23 -2.03 -0.92
H -1.89 0.71 -2.51
H 0.34 0.69 -1.93
H 2.08 1.00 2.24
H -1.46 0.40 0.43
H -1.40 -1.00 -2.91
H 1.17 -0.32 0.35
H 0.64 2.09 2.00
H -0.62 -1.43 1.49
H -0.44 1.68 -0.23
H -0.59 -0.21 2.71
H -2.23 -0.75 -1.49
H 1.12 -1.52 -2.10
*
```

## Properties
HOMO   -14.16 eV
Structure (SMILES)   C[C@H](N)C[NH+](C)C
Frontier orbital gap   11.4493 eV
E_LUMO   -0.09960 Ha

=====

--- 2 ---
Computed, not measured: a 2-piece molecular cluster, C5H15N2 overall, with ωB97M-V/def2-TZVPD.

ORCA input file:
```
! RIJCOSX wB97M-V def2-TZVPD def2/J DEFGRID3
* xyz 1 1
N -2.43 0.03 -1.84
N 0.79 -1.39 1.76
C -1.68 0.98 -0.98
C -0.81 1.89 -1.85
C 2.11 -1.45 1.10
C 3.05 -0.59 1.52
C -0.81 0.28 0.08
H -1.75 -0.61 -2.31
H 0.45 -0.43 1.74
H 0.10 -1.90 1.24
H 0.80 -1.70 2.76
H 2.19 -2.16 0.27
H -1.39 2.36 -2.62
H -1.44 -0.34 0.74
H -0.31 2.67 -1.26
H -2.95 -0.60 -1.24
H 4.02 -0.55 1.02
H -0.02 1.26 -2.34
H -0.23 0.98 0.69
H -2.43 1.60 -0.42
H -0.11 -0.37 -0.43
H 2.84 0.04 2.38
*
```

## Properties
HOMO   -12.66 eV
Frontier orbital gap   9.0439 eV
E_LUMO   -0.13295 Ha

=====

Stability ranking, top entry: 1; the second entry is 129.5 kJ/mol less favorable.

=====

--- 1 ---
Computed, not measured: an isolated ion of composition C5H15N2 and charge +1, with ωB97M-V/def2-TZVPD.

ORCA input file:
```
! RIJCOSX wB97M-V def2-TZVPD def2/J DEFGRID3
* xyz 1 1
N -0.89 0.84 1.08
N 0.59 -0.68 -0.50
C -1.41 0.38 2.42
C -1.67 0.28 -0.12
C 1.27 -0.20 -1.61
C 2.79 0.07 -1.09
C -0.92 -0.89 -0.70
H -2.05 1.20 2.87
H -0.58 0.14 3.15
H -2.02 -0.60 2.43
H 3.34 -0.80 -1.29
H 3.29 0.92 -1.55
H 0.93 -1.56 -0.05
H -1.57 1.19 -0.83
H 2.91 0.28 -0.04
H -2.70 0.05 0.21
H 0.11 0.53 0.96
H -1.27 -1.86 -0.29
H 1.10 -0.87 -2.56
H -0.90 1.92 1.05
H 0.81 0.85 -1.74
H -1.17 -1.20 -1.79
*
```

## Properties
HOMO   -13.38 eV
Structure (SMILES)   CCNCC[NH2+]C
Frontier orbital gap   10.1977 eV
E_LUMO   -0.11707 Ha

=====

--- 2 ---
Computed, not measured: an isolated ion of composition C5H15N2 and charge +1, with ωB97M-V/def2-TZVPD.

ORCA input file:
```
! RIJCOSX wB97M-V def2-TZVPD def2/J DEFGRID3
* xyz 1 1
N 1.01 -0.10 0.11
N -0.60 -0.57 0.53
C -1.71 0.38 0.26
C -2.81 -0.29 -0.47
C 1.53 1.03 0.85
C 0.95 0.32 -1.36
C 1.72 -1.35 0.34
H -3.61 0.38 -0.74
H 2.59 -1.25 -0.19
H 0.78 1.33 -1.44
H 2.35 1.50 0.37
H 0.22 -0.06 -2.06
H 0.71 1.83 0.96
H -1.38 1.30 -0.14
H 1.05 -2.07 -0.09
H -0.58 -0.67 1.54
H 1.91 0.17 -1.74
H -2.16 0.62 1.22
H -2.48 -0.72 -1.43
H 1.87 0.72 1.90
H -3.16 -1.10 0.14
H 1.79 -1.37 1.44
*
```

## Properties
HOMO   -14.69 eV
Structure (SMILES)   CCN[N+](C)(C)C
Frontier orbital gap   11.2590 eV
E_LUMO   -0.12615 Ha

=====

--- 3 ---
Computed, not measured: an isolated ion of composition C5H15N2 and charge +1, with ωB97M-V/def2-TZVPD.

ORCA input file:
```
! RIJCOSX wB97M-V def2-TZVPD def2/J DEFGRID3
* xyz 1 1
N 0.80 0.46 -0.73
N -1.45 -0.29 0.01
C 0.35 -1.96 -0.98
C 1.51 1.63 -0.23
C -1.79 1.03 0.24
C 0.24 -0.63 -0.04
C 0.60 -0.78 1.40
H 0.78 0.14 1.93
H 2.16 2.18 -1.03
H -1.50 1.60 -0.70
H 0.07 -2.95 -0.50
H 0.88 2.43 0.16
H -2.83 1.20 0.37
H -1.93 -0.89 0.65
H 1.44 -1.46 1.62
H -0.03 -1.74 -1.91
H -1.29 1.68 1.04
H 0.39 0.64 -1.64
H 1.42 -1.97 -1.21
H -1.72 -0.50 -0.94
H -0.28 -1.21 1.95
H 2.19 1.40 0.55
*
```

## Properties
HOMO   -13.50 eV
Structure (SMILES)   CNC(C)(C)[NH2+]C
Frontier orbital gap   10.4455 eV
E_LUMO   -0.11215 Ha

=====

--- 4 ---
Computed, not measured: an isolated ion of composition C5H15N2 and charge +1, with ωB97M-V/def2-TZVPD.

ORCA input file:
```
! RIJCOSX wB97M-V def2-TZVPD def2/J DEFGRID3
* xyz 1 1
N -0.80 -0.93 -2.00
N -0.27 0.53 0.10
C 0.84 0.62 1.08
C -1.95 -0.77 -1.00
C -1.26 -0.56 0.32
C 1.67 1.84 0.67
C 1.68 -0.64 1.07
H 2.26 2.19 1.51
H 2.32 -0.75 1.95
H 0.44 0.82 2.08
H 1.16 -1.59 1.02
H -1.97 -0.27 1.11
H -0.38 -1.86 -1.91
H -0.82 1.38 0.20
H -2.55 -1.64 -1.21
H -0.16 -0.15 -1.71
H -1.13 -0.86 -2.96
H 2.39 -0.64 0.23
H 2.35 1.62 -0.14
H 0.98 2.63 0.42
H -0.78 -1.44 0.73
H -2.53 0.07 -1.38
*
```

## Properties
HOMO   -13.78 eV
Structure (SMILES)   CC(C)NCC[NH3+]
Frontier orbital gap   10.5041 eV
E_LUMO   -0.12040 Ha

=====

Stability ranking, top entry: 4; the second entry is 113.6 kJ/mol less favorable.

=====

--- 1 ---
Computed, not measured: an isolated ion of composition C5H15N2 and charge +1, with ωB97M-V/def2-TZVPD.

ORCA input file:
```
! RIJCOSX wB97M-V def2-TZVPD def2/J DEFGRID3
* xyz 1 1
N 0.00 -1.01 0.63
N 1.10 0.91 -1.35
C 0.06 1.38 -0.44
C -1.32 -1.77 0.24
C -2.07 -1.91 1.52
C 2.31 1.78 -1.51
C -0.12 0.59 0.84
H 2.08 2.52 -2.34
H -1.39 -2.60 2.15
H 0.60 0.90 1.53
H -2.04 -1.00 2.06
H 0.55 -1.42 1.41
H 3.14 1.12 -1.66
H 0.29 2.48 -0.02
H -0.88 1.69 -0.99
H 2.51 2.43 -0.69
H -1.09 -2.67 -0.31
H -1.89 -1.16 -0.41
H -3.01 -2.45 1.47
H 0.65 -1.18 -0.14
H -1.10 0.86 1.26
H 0.69 0.72 -2.21
*
```

## Properties
HOMO   -13.09 eV
Structure (SMILES)   CC[NH2+]CCNC
Frontier orbital gap   10.1569 eV
E_LUMO   -0.10766 Ha

=====

--- 2 ---
Computed, not measured: a 2-piece molecular cluster, C5H15N2 overall, with ωB97M-V/def2-TZVPD.

ORCA input file:
```
! RIJCOSX wB97M-V def2-TZVPD def2/J DEFGRID3
* xyz 1 1
N -0.01 -1.58 -0.38
N 0.74 0.60 -2.03
C -0.40 -1.38 1.06
C 0.68 -0.57 1.76
C -1.78 -0.74 1.09
C 0.15 1.76 -1.43
C 0.86 2.73 -0.88
H 0.36 3.58 -0.43
H 1.73 0.78 -2.12
H 0.24 -0.66 -0.88
H -0.75 -2.03 -0.91
H 0.36 0.43 -2.95
H -2.03 -0.41 2.09
H 0.83 0.39 1.26
H -2.54 -1.46 0.80
H 0.83 -2.16 -0.47
H 1.62 -1.13 1.80
H -1.82 0.12 0.41
H -0.46 -2.37 1.50
H 1.94 2.72 -0.73
H 0.39 -0.39 2.79
H -0.93 1.78 -1.35
*
```

## Properties
HOMO   -12.96 eV
Frontier orbital gap   9.9291 eV
E_LUMO   -0.11151 Ha

=====

--- 3 ---
Computed, not measured: an isolated ion of composition C5H15N2 and charge +1, with ωB97M-V/def2-TZVPD.

ORCA input file:
```
! RIJCOSX wB97M-V def2-TZVPD def2/J DEFGRID3
* xyz 1 1
N -0.74 -1.13 -1.41
N 0.73 -0.26 0.88
C -0.34 0.29 -1.27
C -0.15 -1.33 1.62
C -1.46 1.28 -1.89
C -0.08 0.78 0.11
C 1.82 0.27 1.70
H -1.43 -1.24 -2.23
H -1.68 0.85 -2.85
H 1.20 -0.73 0.11
H 0.54 0.41 -1.95
H -2.19 1.02 -1.12
H 0.43 -1.95 2.26
H 1.52 1.25 2.02
H -1.09 2.29 -1.91
H -0.90 -0.82 2.24
H -0.67 -1.85 0.83
H 2.75 0.16 1.14
H 0.08 -1.69 -1.68
H 2.04 -0.32 2.60
H 0.60 1.62 0.16
H -0.98 1.11 0.66
*
```

## Properties
HOMO   -13.80 eV
Structure (SMILES)   C[C@H](N)C[NH+](C)C
Frontier orbital gap   10.7946 eV
E_LUMO   -0.11057 Ha

=====

--- 4 ---
Computed, not measured: an isolated ion of composition C5H15N2 and charge +1, with ωB97M-V/def2-TZVPD.

ORCA input file:
```
! RIJCOSX wB97M-V def2-TZVPD def2/J DEFGRID3
* xyz 1 1
N 2.85 0.06 0.49
N -2.03 0.15 -0.28
C -2.98 1.26 -0.08
C -0.05 -1.09 0.43
C 1.84 0.22 -0.64
C 0.90 -0.98 -0.78
C -0.95 0.11 0.73
H -3.99 1.00 -0.38
H 0.57 -1.22 1.32
H -1.65 0.21 -1.21
H 0.38 -0.79 -1.72
H 1.35 1.18 -0.53
H 2.38 0.27 1.36
H -2.92 1.57 0.96
H -0.40 1.07 0.72
H 3.68 0.64 0.36
H 2.42 0.33 -1.56
H 3.11 -0.93 0.46
H -2.72 2.14 -0.69
H -0.68 -1.97 0.33
H -1.48 0.00 1.67
H 1.52 -1.86 -0.89
*
```

## Properties
HOMO   -11.86 eV
Structure (SMILES)   CNCCCC[NH3+]
Frontier orbital gap   8.0940 eV
E_LUMO   -0.13847 Ha

=====

Stability ranking, top entry: 2; the second entry is 66.0 kJ/mol less favorable.

=====

--- 1 ---
Computed, not measured: a single C2H4O2S molecule, with ωB97M-V/def2-TZVPD.

ORCA input file:
```
! RIJCOSX wB97M-V def2-TZVPD def2/J DEFGRID3
* xyz 0 1
S -1.78 0.10 -0.02
O 1.02 1.31 0.05
O 2.15 -0.60 -0.16
C -0.19 -0.83 0.24
C 1.12 -0.05 0.01
H 0.07 1.50 0.05
H -2.18 -0.54 -1.10
H -0.12 -1.64 -0.45
H -0.29 -1.22 1.20
*
```

## Properties
HOMO   -10.03 eV
Structure (SMILES)   O=C(O)CS
Frontier orbital gap   10.5079 eV
E_LUMO   0.01770 Ha

=====

--- 2 ---
Computed, not measured: a 2-piece molecular cluster, C2H4O2S overall, with ωB97M-V/def2-TZVPD.

ORCA input file:
```
! RIJCOSX wB97M-V def2-TZVPD def2/J DEFGRID3
* xyz 0 1
S -2.93 -0.10 0.17
O -3.64 1.18 0.15
O -3.51 -1.11 -0.67
C 0.07 0.04 -0.42
C 0.44 -0.14 0.86
H 0.28 -0.54 -1.36
H 1.19 -0.97 1.14
H 0.11 0.70 1.57
H -0.62 0.89 -0.62
*
```

## Properties
HOMO   -10.53 eV
Frontier orbital gap   9.4052 eV
E_LUMO   -0.04149 Ha

=====

Stability ranking, top entry: 1; the second entry is 177.7 kJ/mol less favorable.

=====

--- 1 ---
Computed, not measured: C2H4O2S as an isolated structure, with ωB97M-V/def2-TZVPD.

ORCA input file:
```
! RIJCOSX wB97M-V def2-TZVPD def2/J DEFGRID3
* xyz 0 1
S 2.33 0.01 -0.29
O -0.17 1.73 0.39
O -0.51 0.36 -1.49
C 0.00 0.55 -0.25
C -1.00 -0.54 -0.47
H -2.06 -0.19 -0.33
H -0.87 -1.62 -0.40
H 2.84 1.33 -0.67
H -0.03 2.48 -0.33
*
```

## Properties
HOMO   -8.93 eV
Frontier orbital gap   8.8010 eV
E_LUMO   -0.00461 Ha

=====

--- 2 ---
Computed, not measured: a single C2H4O2S molecule, with ωB97M-V/def2-TZVPD.

ORCA input file:
```
! RIJCOSX wB97M-V def2-TZVPD def2/J DEFGRID3
* xyz 0 1
S 2.56 -0.36 -0.41
O 1.92 0.09 1.11
O 0.62 1.56 -0.30
C -0.40 -0.44 0.03
C 0.94 0.26 0.10
H -1.10 -0.07 -0.82
H 1.47 1.96 -0.17
H -0.22 -1.47 0.05
H -0.85 -0.26 0.92
*
```

## Properties
HOMO   -9.00 eV
Structure (SMILES)   C[C@@]1(O)OS1
Frontier orbital gap   9.1938 eV
E_LUMO   0.00724 Ha

=====

--- 3 ---
Computed, not measured: C2H4O2S as an isolated structure, with ωB97M-V/def2-TZVPD.

ORCA input file:
```
! RIJCOSX wB97M-V def2-TZVPD def2/J DEFGRID3
* xyz 0 1
S -1.00 -0.28 0.02
O -2.42 1.43 -0.10
O -1.36 -1.63 0.03
C 0.53 0.00 -0.77
C 0.63 0.04 0.77
H 1.07 -0.78 -1.39
H 0.61 1.09 -1.16
H 1.02 -0.77 1.32
H 0.92 0.89 1.28
*
```

## Properties
HOMO (spin up / spin down)   -10.03 / -10.16 eV
Frontier orbital gap (spin up / spin down)   8.6298 / 8.6583 eV
E_LUMO (spin up / spin down)   -0.05160 / -0.05506 Ha

=====

Stability ranking, top entry: 2; the second entry is 143.8 kJ/mol less favorable.